Entry 1:
{"formula": "C5H7NO3", "method": "ωB97M-V with the def2-TZVPD basis set", "orbital_gap_ev": 9.91, "multiplicity": 1, "e_tot_ha": -475.04772, "lumo_ev": 0.228, "largest_force_ev_per_a": 1.004, "species": ["O", "O", "O", "N", "C", "C", "C", "C", "C", "H", "H", "H", "H", "H", "H", "H"], "coordinates": [[-0.20634, -1.48778, 1.35482], [-1.49020, 0.59867, 1.65894], [0.89345, -1.77983, -0.57871], [-0.61697, 0.32842, -1.83180], [-0.96378, -0.19921, -0.54265], [0.08547, -1.04710, 0.16811], [1.07814, 0.79144, 0.54119], [2.09500, 1.42060, 0.76036], [-1.12432, 0.90794, 0.50935], [-1.89500, -0.77694, -0.61210], [2.98684, 1.96417, 0.96176], [1.42979, -2.34617, -0.00043], [0.25996, 0.83927, -1.77157], [-1.18480, 1.93360, 0.13442], [-0.50806, -0.40869, -2.51705], [-0.83917, -0.73839, 1.76536]], "forces_ev_per_angstrom": [[-0.14, 0.36, 0.17], [0.26, 0.41, -0.73], [-0.06, 0.10, 0.25], [0.01, 0.03, 0.13], [0.14, -0.18, 0.14], [-0.06, 0.85, -0.07], [0.25, -0.67, -0.11], [-0.17, -0.09, -0.06], [-0.71, -0.56, 0.44], [0.02, 0.05, 0.00], [0.03, 0.09, 0.03], [-0.05, 0.08, -0.03], [0.01, -0.03, 0.04], [0.13, 0.04, 0.08], [-0.02, 0.03, 0.05], [0.37, -0.51, -0.32]], "nbo_charge": [-0.677, -0.619, -0.645, -0.818, -0.233, 0.809, -0.394, -0.286, 0.444, 0.221, 0.225, 0.506, 0.386, 0.187, 0.375, 0.518]}

Entry 2:
{"formula": "C3H5N3", "method": "ωB97M-V with the def2-TZVPD basis set", "orbital_gap_ev": 10.10, "multiplicity": 1, "e_tot_ha": -281.50189, "lumo_ev": 0.586, "largest_force_ev_per_a": 4.878, "species": ["N", "N", "N", "C", "C", "C", "H", "H", "H", "H", "H"], "coordinates": [[-0.63440, -2.50472, -1.86406], [1.44978, 0.19960, -0.67921], [-1.04534, -0.73539, -0.23575], [-0.74500, -1.67275, -1.08221], [0.22026, 1.17961, 1.07685], [0.44473, 0.28338, -0.02701], [-1.99819, -0.49944, -0.13398], [1.22193, 1.77813, 1.31446], [-0.06301, 0.54587, 1.95043], [1.67190, -0.55754, -1.31145], [-0.52266, 1.98325, 0.99191]], "forces_ev_per_angstrom": [[0.78, -1.05, -0.88], [1.56, -1.09, -0.84], [4.51, 1.60, 0.96], [-1.24, -0.20, -0.35], [1.39, 2.05, 2.76], [-3.80, -0.45, -0.02], [-0.79, 0.74, 0.20], [-2.03, -1.59, -0.47], [0.26, 0.64, -0.45], [-0.47, -0.06, -0.44], [-0.17, -0.60, -0.47]], "nbo_charge": [-0.415, -0.611, -0.780, 0.393, -0.720, 0.556, 0.416, 0.251, 0.253, 0.405, 0.251]}

Entry 3:
{"formula": "C30H75BCdF4N5O4S", "method": "ωB97M-V with the def2-TZVPD basis set", "orbital_gap_ev": 7.94, "multiplicity": 1, "e_tot_ha": -2753.32472, "lumo_ev": 2.355, "largest_force_ev_per_a": 2.149, "total_charge": -1, "species": ["Cd", "S", "F", "F", "F", "F", "O", "O", "O", "O", "N", "N", "N", "N", "N", "C", "C", "C", "C", "C", "C", "C", "C", "C", "C", "C", "C", "C", "C", "C", "C", "C", "C", "C", "C", "C", "C", "C", "C", "C", "C", "C", "C", "C", "C", "B", "H", "H", "H", "H", "H", "H", "H", "H", "H", "H", "H", "H", "H", "H", "H", "H", "H", "H", "H", "H", "H", "H", "H", "H", "H", "H", "H", "H", "H", "H", "H", "H", "H", "H", "H", "H", "H", "H", "H", "H", "H", "H", "H", "H", "H", "H", "H", "H", "H", "H", "H", "H", "H", "H", "H", "H", "H", "H", "H", "H", "H", "H", "H", "H", "H", "H", "H", "H", "H", "H", "H", "H", "H", "H", "H"], "coordinates": [[1.50952, 1.40176, -2.16734], [1.66849, 1.28950, -4.82009], [-1.10700, 0.71050, 0.37632], [-0.61976, 0.50835, -1.90040], [0.23061, 2.22974, -0.61281], [1.01987, 0.03957, -0.39060], [2.97000, 1.78917, -5.26305], [0.97052, 2.35708, -3.96791], [0.81375, 0.86277, -5.90596], [1.87619, 0.18096, -3.77658], [3.39564, 2.26052, -1.33678], [1.87005, -5.59220, -1.83673], [-3.68996, -2.73479, -0.31169], [-2.59791, 4.89974, 0.28917], [1.04576, 0.51330, 4.10251], [-2.27335, 7.16490, 1.29015], [1.78215, -5.87462, -3.26555], [4.39595, 3.23284, 0.80565], [0.47174, -7.55593, -1.05370], [1.78923, -6.79211, -1.01241], [0.87032, -4.59085, -1.46206], [-3.77995, -1.58153, -1.20856], [2.63959, 4.59211, -1.87702], [1.14855, -0.17851, 2.81561], [2.22986, -1.22254, 2.73069], [-2.95672, 3.49982, 0.57692], [-4.91935, -3.02923, 0.41651], [-2.51740, 5.66845, 1.52158], [-4.39804, 3.36345, 1.03121], [4.22690, -0.10045, -1.08439], [-2.54444, -2.57791, 0.56935], [-0.31121, -1.15156, 5.44058], [-1.41370, 4.45285, -1.87248], [0.38574, 2.71980, 3.16948], [3.65963, 3.50522, -2.10242], [2.90488, -6.77986, -3.75094], [3.22783, 2.55799, 0.10734], [0.98695, -0.34541, 5.26090], [-6.14362, -3.05496, -0.46931], [-4.12340, -0.23732, -0.55114], [-1.31954, 4.98101, -0.44184], [0.03068, 1.54900, 4.07756], [1.39110, -3.16898, -1.61809], [4.47042, 1.29057, -1.59642], [-2.23964, -3.80521, 1.41981], [-0.14563, 0.81843, -0.59819], [-0.27706, 3.56151, 3.37858], [0.48043, -8.31723, -0.26966], [0.14319, -0.55424, 2.55177], [3.38074, -0.58760, -1.57492], [2.31784, 3.13307, 0.25768], [-5.07525, -2.30554, 1.23773], [-1.04641, 6.02978, -0.51882], [4.63459, 1.25243, -2.67736], [2.80665, 5.14323, -0.94683], [4.68461, 3.83346, -1.86979], [-1.12539, -0.51715, 5.79668], [-1.21240, 7.39731, 1.20747], [-2.23922, 3.05998, 1.29074], [1.63009, 4.18234, -1.83776], [-2.66274, 7.72970, 2.14025], [-3.49997, 5.60970, 1.99408], [-2.19105, 5.00194, -2.40873], [-3.29975, 0.12490, 0.06171], [-0.01716, 1.93497, 5.10448], [-0.57283, 4.39367, 0.11826], [1.90266, -4.92717, -3.79224], [-4.53708, -1.76662, -1.97172], [-2.81901, 7.49528, 0.40677], [-2.11651, -4.69684, 0.80077], [0.38543, -8.13365, -1.98082], [5.08315, -0.72942, -1.34112], [-7.00907, -3.48176, 0.03822], [2.81810, -7.81708, -3.42094], [2.40105, -1.50025, 1.69172], [-6.44433, -2.04101, -0.75411], [0.52246, -4.72783, -0.43380], [-1.77965, 5.25839, 2.23507], [-5.03197, -0.28356, 0.05537], [-1.36292, -3.65079, 2.04707], [1.83901, -1.02504, 5.24325], [-4.59688, 3.86232, 1.97686], [-2.82301, -1.49143, -1.72419], [0.58504, -2.44731, -1.49032], [0.28891, 2.48792, 2.10832], [2.20940, -2.99033, -0.91813], [1.81667, -3.01905, -2.61240], [1.96654, -2.11242, 3.30756], [1.11920, 0.26762, 6.16019], [2.94575, -6.79395, -4.84200], [-2.81744, 2.96961, -0.36429], [-4.69346, 2.31395, 1.06995], [-0.40309, -6.91435, -0.98286], [-0.03547, -4.71924, -2.07800], [5.42428, 1.68824, -1.21354], [-0.98083, 1.16436, 3.85710], [-5.97135, -3.56800, -1.41638], [3.87043, -6.39420, -3.41537], [-0.16631, -1.99358, 6.11760], [-0.47354, 4.69509, -2.37557], [1.97407, -6.47074, 0.01723], [-1.67922, -2.33638, -0.05603], [3.15951, -0.84891, 3.16846], [-1.55731, 3.38529, -2.01117], [-0.67702, -1.55675, 4.49134], [-2.63322, -1.70996, 1.24939], [4.08820, -0.17109, -0.00418], [2.60611, -7.46703, -1.27358], [-3.08301, -4.00659, 2.08421], [-4.80803, -4.01755, 0.86459], [1.32619, 0.60791, 2.07864], [2.69745, 5.31850, -2.68600], [-4.30296, 0.53827, -1.29943], [-5.03096, 3.81971, 0.26500], [4.68648, 4.18665, 0.36338], [3.07478, 1.59665, 0.60245], [3.71068, 3.21711, -3.15743], [5.28429, 2.60316, 0.85916], [1.41202, 3.02448, 3.38518], [0.80814, -6.30856, -3.54356], [4.08743, 3.44632, 1.83184]], "forces_ev_per_angstrom": [[1.68, 0.77, -0.59], [0.02, 0.36, -0.92], [0.32, -0.54, -0.02], [-0.28, -0.02, 0.94], [-0.21, -0.27, 0.63], [-0.35, -0.01, 0.70], [-0.04, -0.06, 0.34], [-0.08, 0.57, -0.83], [0.05, -0.16, 0.27], [0.45, -1.09, -1.26], [0.12, 0.64, 0.53], [-0.16, -0.22, 0.07], [0.05, 0.12, -0.08], [0.31, 0.06, 0.10], [0.61, 0.04, -0.27], [0.04, -0.23, 0.34], [0.49, -0.09, -0.04], [0.12, 0.26, 0.20], [0.22, -0.73, -0.47], [-0.02, 0.33, 0.34], [-0.28, 0.28, -0.19], [-0.38, 0.37, -0.07], [0.01, 0.26, 0.26], [-0.83, 0.84, 0.03], [0.04, -0.19, 0.38], [0.36, 0.47, -0.34], [0.19, -0.05, 0.02], [-0.61, 0.46, -0.08], [-0.10, -0.03, -0.57], [-0.05, -0.72, 0.04], [0.53, 0.08, 0.28], [-0.18, 0.04, -0.44], [0.31, 0.60, -0.22], [-0.06, -0.08, 0.02], [0.73, -0.48, -0.45], [0.27, -0.05, -0.17], [0.29, -0.60, 0.15], [-0.37, -0.22, 0.39], [-0.41, 0.67, -0.42], [0.14, 0.17, 0.08], [-0.72, -0.92, -0.12], [0.03, 0.19, 0.61], [0.22, -0.25, -0.30], [0.76, 0.41, -0.36], [-0.55, -0.09, -0.10], [-2.03, 0.08, 0.71], [0.00, 0.00, -0.03], [-0.23, 0.20, 0.17], [0.25, -0.40, -0.19], [-0.12, 0.18, 0.01], [-0.03, 0.04, -0.16], [-0.05, -0.10, 0.03], [0.21, 0.00, 0.22], [-0.37, -0.02, -0.03], [0.01, -0.11, 0.03], [-0.15, 0.20, 0.14], [0.07, -0.05, 0.21], [-0.03, 0.11, -0.20], [-0.13, -0.02, 0.06], [-0.04, 0.06, -0.19], [0.07, -0.01, 0.02], [0.10, -0.20, 0.14], [-0.09, -0.13, 0.03], [-0.08, -0.02, 0.12], [-0.08, -0.01, -0.06], [0.27, 0.36, -0.06], [-0.27, 0.05, 0.02], [0.09, -0.24, -0.05], [0.12, 0.00, -0.10], [0.17, 0.05, -0.03], [-0.07, 0.20, -0.07], [0.07, 0.12, 0.07], [0.12, -0.19, 0.04], [-0.08, 0.05, 0.05], [-0.01, -0.07, 0.01], [0.04, -0.03, 0.07], [0.27, -0.19, 0.06], [0.04, -0.02, -0.08], [0.05, -0.12, 0.05], [0.11, 0.02, -0.11], [0.01, 0.00, -0.10], [-0.04, -0.18, 0.12], [0.00, -0.01, -0.03], [0.11, 0.11, 0.12], [0.01, -0.02, 0.00], [-0.16, 0.11, 0.16], [-0.14, 0.07, -0.05], [-0.01, -0.11, -0.19], [0.07, 0.08, -0.11], [-0.15, 0.00, 0.00], [-0.11, -0.22, 0.11], [0.11, -0.01, 0.29], [-0.03, 0.01, 0.23], [0.02, 0.07, 0.02], [-0.14, -0.04, 0.20], [0.10, -0.03, -0.20], [0.08, -0.30, 0.17], [-0.05, -0.02, 0.11], [-0.06, 0.09, 0.13], [-0.03, -0.12, -0.07], [0.03, -0.01, -0.02], [-0.03, -0.11, -0.04], [0.03, 0.11, -0.16], [-0.10, -0.04, 0.24], [0.22, -0.08, -0.01], [-0.23, -0.06, -0.05], [0.00, 0.10, 0.00], [0.02, 0.06, 0.00], [0.12, -0.02, 0.13], [0.04, 0.05, 0.10], [0.15, -0.16, -0.04], [-0.11, -0.08, -0.08], [0.07, -0.14, -0.16], [-0.03, 0.10, 0.11], [-0.06, -0.02, -0.09], [-0.23, 0.05, 0.00], [-0.34, -0.01, 0.02], [-0.02, -0.04, -0.05], [0.00, 0.04, -0.09], [-0.04, 0.11, -0.01], [0.05, -0.05, 0.00]], "lowdin_charge": [1.472, 0.259, 0.158, 0.083, 0.003, 0.070, -0.392, -0.507, -0.355, -0.518, -0.257, -0.189, -0.178, -0.183, -0.199, -0.100, -0.266, -0.073, -0.091, -0.267, -0.273, -0.236, -0.077, -0.257, -0.077, -0.251, -0.277, -0.273, -0.081, -0.084, -0.270, -0.084, -0.077, -0.079, -0.253, -0.099, -0.250, -0.263, -0.103, -0.086, -0.246, -0.264, -0.071, -0.260, -0.089, -1.316, 0.060, 0.069, 0.116, 0.051, 0.096, 0.118, 0.098, 0.125, 0.073, 0.116, 0.064, 0.061, 0.111, 0.040, 0.064, 0.096, 0.080, 0.045, 0.115, 0.106, 0.114, 0.099, 0.078, 0.070, 0.065, 0.085, 0.069, 0.059, 0.062, 0.063, 0.106, 0.109, 0.062, 0.065, 0.096, 0.056, 0.114, 0.062, 0.047, 0.069, 0.072, 0.067, 0.109, 0.069, 0.101, 0.058, 0.063, 0.115, 0.115, 0.120, 0.079, 0.079, 0.066, 0.061, 0.111, 0.110, 0.081, 0.060, 0.061, 0.113, 0.064, 0.098, 0.057, 0.101, 0.085, 0.088, 0.081, 0.080, 0.068, 0.096, 0.105, 0.071, 0.078, 0.113, 0.076]}

Entry 4:
{"formula": "C5H8O2", "method": "ωB97M-V with the def2-TZVPD basis set", "orbital_gap_ev": 9.25, "multiplicity": 1, "e_tot_ha": -345.63243, "lumo_ev": 0.721, "largest_force_ev_per_a": 0.412, "species": ["O", "O", "C", "C", "C", "C", "C", "H", "H", "H", "H", "H", "H", "H", "H"], "coordinates": [[-2.51365, -0.38868, -0.32321], [0.30957, 1.29589, -0.42715], [1.03057, 0.63784, 0.60694], [-2.85386, 0.50592, -1.20818], [-0.42004, 0.47729, 0.48059], [2.04075, -0.40857, 0.22233], [-1.11271, -0.72519, -0.10403], [2.27894, -1.03161, 1.09133], [-1.89602, 0.84477, -1.69549], [-1.12244, -1.58063, 0.57677], [-0.67448, -1.01695, -1.06259], [2.96725, 0.06638, -0.11586], [1.67456, -1.05131, -0.58265], [1.36211, 1.32299, 1.39003], [-1.05496, 1.02895, 1.17655]], "forces_ev_per_angstrom": [[-0.25, 0.18, -0.22], [0.04, 0.18, -0.13], [0.17, -0.10, 0.18], [0.31, -0.25, 0.12], [-0.20, -0.10, 0.15], [-0.01, -0.05, -0.07], [0.22, -0.01, -0.02], [-0.03, 0.08, -0.12], [-0.20, -0.03, 0.02], [0.01, 0.16, -0.04], [-0.02, 0.06, 0.15], [-0.14, -0.06, 0.04], [0.03, 0.09, 0.11], [-0.04, -0.12, -0.09], [0.10, -0.04, -0.08]], "nbo_charge": [-0.475, -0.486, 0.071, 0.129, 0.012, -0.639, -0.119, 0.220, 0.048, 0.207, 0.206, 0.226, 0.215, 0.186, 0.199]}